[1]
{
  "formula": "C40H120N10O15",
  "method": "ωB97M-V/def2-TZVPD",
  "total_energy_ha": -3271.98630,
  "lumo_energy_ev": 0.26,
  "relative_energy_kcal_mol": 0.0,
  "spin_multiplicity": 1,
  "symbols": ["O", "H", "H", "O", "H", "H", "O", "H", "H", "O", "H", "H", "O", "H", "H", "C", "C", "C", "O", "C", "N", "H", "H", "H", "H", "H", "H", "H", "H", "H", "H", "H", "C", "C", "C", "O", "C", "N", "H", "H", "H", "H", "H", "H", "H", "H", "H", "H", "H", "C", "C", "C", "O", "C", "N", "H", "H", "H", "H", "H", "H", "H", "H", "H", "H", "H", "C", "C", "C", "O", "C", "N", "H", "H", "H", "H", "H", "H", "H", "H", "H", "H", "H", "C", "C", "C", "O", "C", "N", "H", "H", "H", "H", "H", "H", "H", "H", "H", "H", "H", "C", "C", "C", "O", "C", "N", "H", "H", "H", "H", "H", "H", "H", "H", "H", "H", "H", "C", "C", "C", "O", "C", "N", "H", "H", "H", "H", "H", "H", "H", "H", "H", "H", "H", "C", "C", "C", "O", "C", "N", "H", "H", "H", "H", "H", "H", "H", "H", "H", "H", "H", "C", "C", "C", "O", "C", "N", "H", "H", "H", "H", "H", "H", "H", "H", "H", "H", "H", "C", "C", "C", "O", "C", "N", "H", "H", "H", "H", "H", "H", "H", "H", "H", "H", "H"],
  "positions_angstrom": [[0.4070, -3.2474, -4.6067], [0.9743, -2.4746, -4.4267], [-0.3883, -2.8756, -4.9977], [-1.7535, -5.0956, -4.6241], [-2.0531, -5.5106, -3.8110], [-2.5488, -4.6935, -4.9934], [-4.4260, -5.4644, -0.0826], [-4.0525, -4.7296, 0.4831], [-5.3545, -5.5250, 0.1663], [-4.3332, -5.9447, -2.7551], [-3.6098, -6.5704, -2.8572], [-4.2298, -5.5928, -1.8363], [0.1130, -5.9710, 0.5412], [-0.8128, -6.1911, 0.7131], [0.4162, -6.6549, -0.0679], [-4.1135, 0.0100, -3.5518], [-4.9614, -1.1551, -3.0740], [-5.8546, -0.9055, -1.8712], [-6.4893, -2.1296, -1.5703], [-7.3241, -2.0666, -0.4533], [-5.6943, -1.6985, -4.2397], [-4.6577, 0.9052, -3.8702], [-3.5201, -0.3049, -4.4074], [-3.4928, 0.3749, -2.7283], [-4.3257, -1.9861, -2.7596], [-6.6115, -0.1251, -2.0339], [-5.2400, -0.5771, -1.0207], [-7.5850, -3.0568, -0.0841], [-8.2046, -1.4335, -0.5927], [-6.8102, -1.6392, 0.4239], [-6.1993, -2.5345, -3.9604], [-6.4228, -1.0044, -4.4173], [0.9767, 3.0772, 2.9628], [1.3359, 1.8511, 3.7760], [1.4010, 0.5474, 3.0457], [1.6785, -0.4828, 3.9680], [1.5528, -1.7604, 3.3886], [2.6196, 2.0981, 4.4599], [1.7114, 3.1358, 2.1580], [0.9921, 3.9366, 3.6311], [-0.0352, 3.0100, 2.5594], [0.6156, 1.6923, 4.5960], [2.1718, 0.4758, 2.2563], [0.5091, 0.3315, 2.4351], [0.4868, -1.9779, 3.2452], [2.0591, -2.4929, 4.0070], [1.9456, -1.8035, 2.3641], [2.5157, 2.8222, 5.1659], [2.8340, 1.2734, 5.0196], [3.2345, -1.7633, -2.9649], [2.9825, -0.4562, -3.7090], [4.1504, 0.0456, -4.5374], [5.2507, 0.3273, -3.7080], [6.3544, 0.9257, -4.3383], [1.7606, -0.5648, -4.5511], [4.0885, -1.6780, -2.2898], [3.3179, -2.6031, -3.6476], [2.4203, -1.7794, -2.2340], [2.8222, 0.3859, -3.0269], [3.8786, 0.9478, -5.1047], [4.4799, -0.7107, -5.2721], [7.2079, 0.9183, -3.6648], [6.1612, 1.9668, -4.6174], [6.5940, 0.3348, -5.2299], [2.0717, -0.8471, -5.4811], [1.4110, 0.3806, -4.6885], [-4.4682, -7.8695, 5.0281], [-3.9779, -6.5164, 4.5470], [-2.4937, -6.3310, 4.8027], [-1.9657, -5.2143, 4.1203], [-0.5539, -5.2121, 4.0360], [-4.3046, -6.4427, 3.1056], [-3.9804, -8.6891, 4.4912], [-5.5052, -7.9977, 4.7105], [-4.4348, -8.0569, 6.1018], [-4.5160, -5.6711, 4.9888], [-2.0247, -7.2537, 4.4187], [-2.2512, -6.3069, 5.8729], [-0.2146, -4.2999, 3.5393], [-0.1807, -6.0121, 3.3919], [-0.1810, -5.1715, 5.0646], [-3.9037, -5.5503, 2.8010], [-3.6543, -7.0966, 2.6567], [-1.9071, -2.8237, -1.8226], [-0.6861, -2.3795, -1.0367], [-0.7027, -0.8885, -0.8210], [0.5853, -0.5284, -0.3192], [0.9026, 0.8361, -0.5226], [-0.7991, -3.0157, 0.2899], [-1.8677, -2.5054, -2.8679], [-2.8813, -2.5755, -1.3950], [-1.9957, -3.9110, -1.9147], [0.2248, -2.6732, -1.5637], [-1.4280, -0.5610, -0.0671], [-0.8825, -0.4289, -1.8020], [0.2398, 1.4512, 0.0982], [0.7741, 1.1663, -1.5572], [1.9339, 0.9564, -0.1988], [-0.3503, -3.9360, 0.2852], [-0.1467, -2.5424, 0.9227], [-4.8957, -3.0211, 3.4978], [-3.8826, -2.5718, 2.4598], [-2.7490, -1.7595, 3.0822], [-3.2209, -0.5275, 3.6115], [-2.3168, 0.0346, 4.5349], [-3.3069, -3.7677, 1.8115], [-5.5570, -2.1927, 3.7647], [-4.4098, -3.2963, 4.4376], [-5.5048, -3.8570, 3.1587], [-4.3476, -1.9796, 1.6673], [-2.0177, -1.5200, 2.2959], [-2.2451, -2.3777, 3.8349], [-1.6543, 0.7551, 4.0357], [-1.6505, -0.6609, 5.0549], [-2.8457, 0.5727, 5.3244], [-2.6669, -4.2243, 2.4801], [-2.6043, -3.4949, 1.1027], [6.4349, 0.4411, 4.5742], [6.8057, 0.5411, 3.1156], [5.6274, 0.2223, 2.1775], [6.0157, 0.4002, 0.8391], [4.9948, 0.0054, -0.0462], [7.3955, 1.8589, 2.8170], [5.9205, -0.4965, 4.8162], [5.7574, 1.2338, 4.9023], [7.2995, 0.4389, 5.2389], [7.6316, -0.1541, 2.9167], [4.7887, 0.8941, 2.4183], [5.2712, -0.8002, 2.3750], [4.0173, 0.4284, 0.2082], [4.9179, -1.0866, -0.0767], [5.2389, 0.3335, -1.0578], [6.7807, 2.5705, 3.2206], [7.2401, 1.9457, 1.8120], [-1.2316, 2.1858, -3.7277], [-1.7126, 3.2594, -4.6722], [-1.2546, 4.6347, -4.1590], [-1.8268, 5.8057, -4.6959], [-3.2171, 5.7485, -4.8053], [-1.0803, 2.9529, -5.9918], [-1.3542, 1.1731, -4.1178], [-1.7873, 2.1876, -2.7833], [-0.1714, 2.2839, -3.4762], [-2.8056, 3.2128, -4.7022], [-0.1891, 4.7266, -4.3868], [-1.3803, 4.6313, -3.0688], [-3.6371, 6.7335, -5.0110], [-3.6695, 5.3829, -3.8729], [-3.6731, 5.1195, -5.5813], [-1.6681, 2.2386, -6.4163], [-1.2164, 3.7789, -6.5748], [0.7415, 4.4477, -0.6816], [0.7378, 5.9320, -0.9958], [-0.5150, 6.6515, -0.5082], [-1.6843, 5.9869, -0.9817], [-2.6996, 6.9161, -1.3301], [1.9323, 6.5493, -0.3940], [1.6431, 4.0074, -1.1073], [-0.1915, 3.9849, -1.0024], [0.7731, 4.3367, 0.4057], [0.8108, 6.1280, -2.0728], [-0.5018, 7.6311, -1.0038], [-0.5726, 6.8193, 0.5700], [-2.3170, 7.4654, -2.1926], [-3.0973, 7.5023, -0.4991], [-3.5840, 6.3797, -1.6834], [2.7144, 5.9084, -0.4785], [2.1482, 7.4185, -0.8636], [5.7731, 5.6655, 2.1681], [4.6203, 4.6321, 2.1897], [4.6513, 3.7483, 0.9590], [4.2544, 4.4918, -0.1846], [4.4716, 3.7139, -1.3674], [4.8555, 3.7799, 3.3624], [5.6194, 6.3267, 3.0209], [5.6653, 6.2475, 1.2505], [6.7310, 5.1528, 2.2293], [3.7111, 5.2471, 2.2101], [3.8940, 2.9526, 1.0300], [5.6469, 3.2940, 0.9200], [4.0688, 2.7044, -1.2587], [5.5514, 3.6890, -1.5275], [3.9855, 4.2416, -2.1856], [4.9237, 4.3145, 4.2184], [4.0507, 3.1445, 3.4310]],
  "atomic_forces_ev_per_a": [[0.6, 0.3, 0.2], [-0.4, -0.1, -0.1], [0.0, -0.1, 0.0], [-0.1, 0.0, -0.3], [-0.1, 0.2, 0.0], [-0.1, -0.2, 0.1], [0.3, 0.6, 0.2], [-0.4, -0.7, 0.0], [0.1, -0.1, 0.0], [0.4, 0.4, 0.2], [-0.2, -0.2, 0.0], [-0.3, -0.4, -0.4], [-0.2, -0.2, 0.1], [0.1, 0.0, -0.1], [0.0, 0.1, 0.0], [0.0, 0.4, 0.7], [-0.3, -0.9, -0.7], [0.1, 0.2, 0.2], [0.0, -0.3, -0.1], [0.3, 0.4, 1.3], [-0.4, 0.7, 0.4], [-0.5, -0.3, 0.0], [0.2, -0.1, 0.2], [0.3, -0.2, -0.1], [0.3, 0.2, 0.0], [0.0, 0.1, -0.2], [0.0, 0.0, 0.1], [-0.2, -0.2, -0.7], [-0.2, -0.2, -0.3], [0.2, 0.2, -0.2], [0.1, 0.0, 0.1], [0.0, -0.2, -0.4], [-0.1, -0.7, 0.0], [-0.2, 0.2, 1.6], [0.4, -0.7, -1.4], [0.0, -0.1, 0.3], [-0.5, 0.3, -0.7], [0.3, -0.5, 0.2], [-0.1, 0.5, 0.0], [0.2, 0.2, -0.3], [0.1, -0.1, -0.2], [-0.5, 0.1, -0.5], [0.3, 0.6, 0.2], [-0.4, 0.1, 0.6], [-0.1, -0.3, 0.4], [-0.1, 0.0, 0.1], [0.4, 0.1, 0.1], [-0.2, 0.2, -0.3], [0.1, -0.1, -0.3], [-0.2, 1.4, 0.9], [0.2, 0.6, -0.4], [0.8, -0.2, -0.7], [-0.1, 0.1, 1.1], [-0.2, -0.3, -0.5], [0.7, 0.3, 0.0], [0.4, -0.1, -0.5], [-0.2, -0.2, 0.2], [-0.3, -0.9, -0.4], [-0.2, -0.4, 0.4], [-0.2, 0.0, 0.1], [-0.2, 0.0, -0.1], [-0.1, -0.1, 0.1], [-0.1, 0.0, -0.1], [0.3, 0.2, -0.1], [-0.2, -0.2, 0.0], [-0.2, -0.1, 0.0], [-0.7, -0.3, 0.0], [-0.4, 0.4, -0.5], [0.5, -1.1, -0.1], [-0.3, 0.3, -0.3], [-0.2, 0.5, 0.2], [1.2, 0.3, 0.2], [0.4, 0.1, 0.2], [-0.1, 0.3, 0.2], [0.3, 0.1, 0.0], [-0.1, -0.3, 0.3], [0.2, 0.1, 0.0], [-0.1, 0.3, 0.0], [-0.4, 0.2, 0.1], [0.1, -0.4, 0.5], [0.5, -0.5, -0.2], [-0.7, -0.3, -0.2], [-0.4, -0.2, -0.2], [-0.3, -0.7, -0.9], [-1.3, -0.5, 0.7], [0.9, 0.1, -0.3], [0.2, 0.1, -0.5], [-0.4, -0.2, 0.6], [1.4, -0.3, 0.6], [0.0, 0.3, 0.1], [0.3, 0.6, 0.3], [0.5, -0.1, 0.2], [0.0, 0.2, -0.1], [-0.4, -0.2, -0.3], [0.0, 0.3, 0.2], [0.1, 0.2, 0.0], [0.1, -0.2, -0.1], [0.0, 0.2, -0.1], [-0.4, -0.1, -0.4], [-0.3, 0.3, -0.1], [-0.4, 0.7, 0.4], [0.5, -0.5, -0.1], [0.0, 0.5, -0.7], [0.0, -0.7, 0.8], [0.4, 0.8, 0.1], [1.2, 0.2, -0.2], [0.0, 0.0, -0.1], [0.2, -0.2, -0.1], [0.0, 0.0, -0.1], [-0.2, 0.0, 0.1], [0.1, -0.2, 0.0], [-0.1, 0.1, 0.2], [0.0, 0.0, 0.0], [-0.2, -0.4, -0.2], [-0.3, 0.0, -0.2], [-0.6, 0.1, 0.0], [-0.4, 0.4, 0.1], [-0.5, -0.5, 0.7], [0.6, 0.2, -0.4], [0.0, 0.0, 1.1], [-0.1, 0.0, -0.2], [0.2, -0.2, -0.5], [-0.7, 0.0, -0.2], [0.0, 0.0, -0.3], [0.1, 0.2, -0.2], [0.2, 0.3, -0.2], [-0.4, -0.3, -0.1], [0.0, 0.1, 0.0], [0.1, -0.1, -0.2], [0.0, 0.0, 0.2], [-0.2, 0.0, 0.1], [0.2, 0.1, 0.1], [0.0, -0.1, -0.1], [0.5, 0.3, 0.1], [0.0, -0.5, 1.0], [0.7, 0.0, -0.5], [0.5, -0.6, 0.4], [-0.3, -0.2, -0.9], [-1.3, 0.1, 0.5], [-1.0, 0.7, 0.3], [-0.1, 0.1, -0.3], [0.0, 0.2, 0.0], [0.0, 0.2, -0.1], [0.0, 0.1, -0.1], [0.0, -0.1, 0.2], [-0.1, 0.1, 0.0], [0.4, 0.2, 0.2], [0.0, 0.1, 0.1], [0.7, -0.3, -0.3], [0.3, -0.1, -0.2], [0.2, -0.1, -0.1], [-0.3, 0.5, 0.4], [0.5, 0.3, 0.1], [-0.3, 0.4, -0.8], [-0.2, 0.0, 0.4], [-0.2, -0.9, -0.6], [-0.5, -0.1, 0.3], [-0.2, -0.3, -0.1], [0.2, -0.2, -0.3], [0.2, 0.0, 0.0], [-0.5, -0.5, -0.2], [0.1, 0.2, 0.3], [0.2, -0.3, 0.1], [-0.3, 0.7, 0.2], [0.6, 0.4, 0.1], [0.2, -0.4, 0.0], [0.1, 0.2, 0.1], [0.2, 0.0, 0.0], [-1.1, -0.3, -0.4], [1.4, 0.9, 0.5], [-1.0, 0.2, 0.4], [0.5, -0.4, -0.3], [0.2, 0.8, 0.6], [-0.9, -0.4, -0.8], [0.3, 0.1, 0.0], [0.4, 0.1, 0.1], [0.1, 0.1, 0.0], [-0.3, -0.4, 0.0], [0.3, -0.3, 0.4], [0.0, 0.0, -0.5], [0.0, -0.1, -0.1], [0.0, -0.3, -0.3], [0.0, -0.1, -0.1], [-0.1, 0.1, 0.0], [0.5, 0.1, 0.6]]
}

[2]
{
  "formula": "C4H6Br2N2O6",
  "method": "ωB97M-V/def2-TZVPD",
  "smiles": "O=[N+]([O-])[C@@H](/C=[N+](\\[O-])O)CBr.O=C(O)Br",
  "total_energy_ha": -5864.74747,
  "lumo_energy_ev": -0.26,
  "relative_energy_kcal_mol": 21.8,
  "spin_multiplicity": 1,
  "symbols": ["C", "C", "C", "C", "N", "N", "O", "O", "O", "O", "O", "O", "Br", "Br", "H", "H", "H", "H", "H", "H"],
  "positions_angstrom": [[1.5373, -0.0570, -1.7642], [0.5170, 0.4518, -0.6777], [0.2122, -0.7302, 0.1283], [-0.1175, 0.3904, 2.2312], [-0.6877, 1.0524, -1.2843], [-1.0320, -1.1335, 0.2931], [-1.1382, 0.3566, -2.1585], [-1.0171, 2.1810, -0.8965], [-1.2009, -2.3913, 0.8967], [-2.0855, -0.6021, -0.0998], [-0.4884, 1.5124, 1.6455], [-0.6429, -0.5268, 2.7679], [2.3984, 1.4016, -2.6704], [1.8668, 0.4557, 2.4261], [1.0291, -0.7620, -2.5143], [2.4424, -0.4763, -1.0731], [1.0199, 1.3282, -0.2250], [0.9125, -1.4386, 0.5757], [-1.4022, 1.6533, 1.5481], [-2.1233, -2.6654, 0.8512]],
  "atomic_forces_ev_per_a": [[0.8, -1.2, 1.6], [2.3, 1.0, -0.9], [-1.7, -2.1, 0.8], [1.1, -0.2, 1.8], [0.5, 0.7, -0.4], [-1.2, -0.8, -1.5], [-0.9, 1.1, -0.7], [-0.1, -1.8, -1.1], [1.9, 0.3, 0.1], [0.4, -0.1, 1.2], [2.3, -0.5, 0.7], [-0.8, 1.2, -0.1], [-0.2, 0.2, -0.3], [-0.2, 0.4, 0.0], [1.1, 0.9, 1.3], [-2.4, 0.4, -2.0], [-0.3, -0.9, 0.5], [0.0, 0.6, -0.5], [-2.4, -0.1, -0.2], [-0.5, 0.8, -0.4]]
}